{
  "formula": "C25H28Cl4FN2O3SZr",
  "method": "ωB97M-V with the def2-TZVPD basis set",
  "relative_energy_kj_mol": 0.0,
  "gap_ev": 7.065,
  "charge": -1,
  "multiplicity": 1,
  "energy_ev": -100432.8069,
  "symbols": ["Zr", "C", "C", "C", "C", "C", "C", "C", "C", "C", "C", "C", "C", "N", "C", "C", "C", "C", "C", "C", "F", "H", "H", "H", "H", "H", "H", "H", "H", "H", "H", "H", "H", "H", "H", "H", "H", "H", "H", "H", "H", "H", "Cl", "C", "C", "Cl", "C", "Cl", "C", "O", "C", "O", "C", "Cl", "C", "O", "H", "H", "H", "H", "N", "H", "H", "H", "S"],
  "positions_angstrom": [[0.0612, 0.1977, -0.0946], [-2.1648, -2.7198, 2.1736], [-2.0443, -3.7257, 1.0218], [-0.6155, -4.2486, 0.8895], [-2.7332, -3.1455, -0.2107], [-4.0675, -3.4989, -0.3790], [-4.8287, -2.9850, -1.4121], [-4.2418, -2.1232, -2.3202], [-2.9079, -1.7472, -2.2043], [-2.3153, -0.8331, -3.2569], [-2.4912, -1.3987, -4.6695], [-2.9155, 0.5706, -3.1759], [-2.1495, -2.2247, -1.1119], [-0.8020, -1.8013, -0.9206], [0.0841, -2.4721, -1.7151], [-0.1869, -3.3995, -2.7411], [0.8353, -3.9810, -3.4783], [2.1712, -3.6921, -3.2417], [2.4877, -2.8063, -2.2146], [1.4547, -2.2646, -1.5063], [1.7487, -1.4064, -0.4466], [-1.7280, -3.1198, 3.0947], [-3.2135, -2.4859, 2.3695], [-1.6543, -1.7952, 1.9197], [-2.6515, -4.5956, 1.2989], [0.1080, -3.4403, 0.8172], [-0.4999, -4.8844, 0.0093], [-0.3756, -4.8478, 1.7736], [-4.5124, -4.2007, 0.3198], [-5.8661, -3.2790, -1.5222], [-4.8290, -1.7343, -3.1443], [-1.2496, -0.7317, -3.0649], [-3.5429, -1.4375, -4.9669], [-2.0770, -2.4045, -4.7539], [-1.9697, -0.7598, -5.3860], [-3.9989, 0.5458, -3.3355], [-2.4639, 1.2118, -3.9349], [-2.7006, 1.0324, -2.2130], [-1.2113, -3.6680, -2.9590], [0.5694, -4.6781, -4.2648], [2.9547, -4.1426, -3.8358], [3.5044, -2.5363, -1.9623], [1.0538, 6.4519, 2.7209], [1.3363, 4.8477, 2.1345], [2.6282, 4.3894, 1.9342], [3.9765, 5.4234, 2.2684], [2.8518, 3.0879, 1.4616], [4.4520, 2.4791, 1.2425], [1.7836, 2.2461, 1.1719], [1.8972, 1.0006, 0.7730], [0.4605, 2.7284, 1.3721], [-0.4957, 1.8566, 1.1262], [0.2490, 4.0059, 1.8596], [-1.3795, 4.5237, 2.1219], [-3.6818, 0.2245, 0.4300], [-2.2659, 0.3940, 0.5297], [-4.0867, 0.8350, -0.3786], [-4.1498, 0.5125, 1.3736], [-3.9007, -0.8163, 0.2286], [-2.0845, 1.2739, 0.9098], [0.5331, -0.7861, 2.3119], [-0.1374, -0.4524, 2.9937], [1.3529, -0.1812, 2.3459], [0.7985, -1.7340, 2.5476], [0.3360, 1.2637, -2.0524]],
  "forces_ev_per_a": [[-0.16, -0.02, -0.13], [-0.01, -0.13, 0.04], [-0.18, 0.08, 0.13], [-0.01, 0.01, -0.09], [0.30, 0.14, -0.09], [-0.03, -0.08, 0.02], [-0.12, -0.04, -0.06], [-0.01, -0.01, -0.01], [0.09, -0.08, 0.17], [-0.01, 0.04, -0.05], [0.02, 0.01, -0.01], [-0.03, 0.02, -0.01], [-0.15, -0.01, 0.16], [-0.07, -0.10, -0.01], [0.40, -0.07, 0.00], [-0.02, -0.03, 0.09], [0.04, -0.02, -0.03], [0.01, -0.05, -0.04], [-0.06, 0.01, 0.09], [-0.09, 0.08, 0.02], [0.06, 0.03, -0.07], [0.00, -0.01, -0.03], [0.01, 0.01, 0.01], [-0.01, 0.06, -0.05], [-0.02, 0.04, -0.03], [0.04, 0.04, -0.04], [0.02, 0.04, 0.01], [-0.01, 0.02, -0.03], [-0.01, 0.03, -0.01], [0.00, 0.03, 0.00], [0.00, 0.00, -0.01], [0.04, 0.03, 0.03], [0.00, 0.00, 0.02], [0.00, 0.00, 0.00], [-0.01, -0.01, 0.02], [0.00, 0.00, 0.00], [-0.02, 0.00, 0.00], [-0.01, -0.02, 0.00], [-0.03, 0.04, 0.03], [0.02, 0.01, 0.00], [-0.01, 0.01, 0.01], [0.00, -0.01, -0.02], [-0.01, 0.01, 0.00], [0.03, -0.01, 0.00], [-0.04, 0.00, 0.00], [0.00, -0.01, 0.00], [-0.15, 0.03, 0.01], [0.06, -0.04, -0.01], [0.01, 0.10, 0.08], [-0.04, -0.10, -0.11], [0.31, 0.14, 0.21], [-0.16, 0.04, 0.11], [0.16, -0.06, -0.08], [-0.07, 0.01, 0.01], [0.05, -0.01, -0.08], [-0.29, -0.09, 0.02], [0.01, 0.00, 0.00], [0.02, 0.00, 0.01], [0.02, -0.12, -0.03], [0.16, 0.08, 0.04], [0.00, 0.07, -0.11], [-0.02, -0.02, 0.03], [0.01, -0.12, 0.02], [-0.03, -0.03, 0.01], [-0.03, 0.01, -0.17]]
}

***

{
  "formula": "C25H28F4N2O15",
  "method": "ωB97M-V with the def2-TZVPD basis set",
  "gap_ev": 8.679,
  "charge": 0,
  "smiles": "C[C@@H](O)COc1cc(CCO)cc2nccnc12.O=C1OC[C@@H](F)O1.O=C1OC[C@@H](F)O1.O=C1OC[C@@H](F)O1.O=C1OC[C@@H](F)O1",
  "multiplicity": 1,
  "energy_ev": -70941.7005,
  "symbols": ["C", "C", "O", "C", "O", "C", "C", "C", "C", "C", "O", "C", "C", "N", "C", "C", "N", "C", "H", "H", "H", "H", "H", "H", "H", "H", "H", "H", "H", "H", "H", "H", "H", "H", "O", "C", "O", "C", "C", "F", "O", "H", "H", "H", "O", "C", "O", "C", "C", "F", "O", "H", "H", "H", "O", "C", "O", "C", "C", "F", "O", "H", "H", "H", "O", "C", "O", "C", "C", "F", "O", "H", "H", "H"],
  "positions_angstrom": [[3.1907, -0.4551, 0.1640], [3.8435, 0.3642, -0.9570], [5.2490, 0.1857, -0.9798], [3.1984, -0.0111, -2.2919], [2.2867, 0.9813, -2.7547], [1.0393, 0.9025, -2.1718], [0.1961, -0.1329, -2.3874], [-1.0498, -0.1786, -1.7366], [-1.9430, -1.3617, -1.9371], [-1.4742, -2.5349, -1.0621], [-2.1201, -2.5528, 0.1926], [-1.4119, 0.8279, -0.8984], [-0.5687, 1.9235, -0.6741], [-0.9671, 2.9275, 0.1721], [-0.0914, 3.8784, 0.3489], [1.1534, 3.9195, -0.2863], [1.5454, 2.9949, -1.1143], [0.6730, 1.9632, -1.3110], [3.2713, 0.0224, 1.1304], [3.6171, -1.4546, 0.2200], [2.1367, -0.5637, -0.0784], [3.6880, 1.4079, -0.7218], [5.4419, -0.7322, -1.1814], [2.7165, -0.9772, -2.1782], [3.9693, -0.1315, -3.0444], [0.4793, -0.9420, -3.0391], [-1.9068, -1.6568, -2.9803], [-2.9584, -1.1013, -1.6776], [-0.4072, -2.4021, -0.8926], [-1.5907, -3.4880, -1.5697], [-1.4885, -2.2116, 0.8320], [-2.3613, 0.7767, -0.3976], [-0.3467, 4.6768, 1.0171], [1.8172, 4.7459, -0.0981], [-0.3695, 6.9337, 0.9894], [-0.7713, 7.2625, -0.0749], [-2.0000, 7.7693, -0.3184], [-2.0563, 8.1678, -1.6938], [-0.9689, 7.3152, -2.3105], [-0.3471, 7.9393, -3.3381], [-0.0605, 7.1635, -1.2319], [-1.8202, 9.2291, -1.7761], [-3.0423, 7.9805, -2.1090], [-1.2977, 6.3288, -2.6418], [0.3026, -1.8721, 1.6335], [0.9835, -2.7130, 2.1314], [1.7768, -2.5191, 3.1946], [2.3149, -3.7896, 3.5899], [2.1993, -4.5834, 2.3069], [1.9559, -5.8937, 2.5290], [1.0621, -3.9909, 1.6904], [1.6956, -4.2171, 4.3785], [3.3351, -3.6819, 3.9456], [3.0555, -4.4907, 1.6371], [-5.4088, -8.4742, -1.3704], [-4.6423, -7.5959, -1.5601], [-4.2615, -6.6795, -0.6369], [-3.2169, -5.8787, -1.2012], [-3.4604, -6.0509, -2.6826], [-2.3077, -6.0163, -3.4005], [-4.0177, -7.3491, -2.7512], [-2.2480, -6.2823, -0.9037], [-3.2958, -4.8465, -0.8687], [-4.1630, -5.3351, -3.1125], [1.1013, 0.9506, 6.4746], [0.7147, 1.2895, 5.4091], [-0.5068, 1.8184, 5.1576], [-0.5476, 2.2295, 3.7842], [0.5291, 1.3622, 3.1730], [1.1653, 1.9836, 2.1495], [1.4312, 1.1895, 4.2537], [-0.2949, 3.2884, 3.7110], [-1.5319, 2.0612, 3.3567], [0.1875, 0.3874, 2.8309]],
  "forces_ev_per_a": [[-0.17, 0.24, -0.29], [-0.12, -0.65, 0.66], [0.22, 0.20, -0.02], [0.38, 0.33, -0.04], [-0.46, -0.48, -0.02], [1.04, 0.35, -0.19], [-0.10, -0.24, -0.02], [-0.31, 0.02, -0.05], [0.42, -0.26, 0.05], [0.32, 0.44, 0.04], [-0.30, -0.18, -0.10], [-0.38, -0.12, 0.11], [-0.36, 0.33, 0.36], [0.32, -0.28, -0.20], [-0.78, -0.07, 0.28], [0.47, -0.22, -0.47], [-0.05, -0.22, 0.01], [0.52, 0.63, 0.03], [0.15, 0.08, 0.27], [0.15, -0.20, -0.05], [-0.26, -0.02, 0.21], [-0.07, 0.36, -0.36], [0.04, -0.18, 0.01], [-0.34, -0.24, -0.14], [0.12, 0.28, -0.24], [0.14, -0.13, -0.21], [-0.08, -0.09, -0.27], [-0.37, -0.07, 0.03], [0.27, -0.18, -0.09], [-0.30, -0.20, -0.04], [0.08, 0.02, 0.17], [-0.27, 0.15, 0.19], [-0.17, 0.25, 0.28], [0.19, 0.21, 0.03], [0.05, 0.13, 0.09], [0.01, 0.12, -0.02], [0.01, 0.02, -0.13], [-0.19, 0.02, 0.01], [0.16, 0.15, 0.02], [0.02, 0.00, 0.09], [-0.17, -0.24, -0.05], [0.11, -0.01, -0.06], [-0.04, -0.10, 0.17], [0.05, 0.01, -0.10], [-0.15, 0.12, 0.06], [-0.09, -0.07, 0.05], [0.07, -0.05, 0.03], [0.15, 0.03, 0.13], [-0.17, -0.13, 0.10], [-0.07, 0.08, -0.02], [0.28, 0.12, -0.14], [-0.05, -0.08, -0.06], [-0.01, 0.20, -0.07], [0.00, -0.10, -0.02], [-0.01, -0.10, 0.00], [0.10, 0.00, 0.06], [0.07, 0.04, -0.12], [-0.06, 0.23, 0.21], [0.16, -0.25, 0.00], [-0.05, -0.05, 0.03], [-0.19, 0.22, -0.02], [0.04, -0.03, -0.14], [-0.16, -0.07, 0.15], [0.08, 0.04, -0.09], [0.06, 0.02, 0.05], [-0.03, 0.10, -0.01], [0.03, 0.01, -0.12], [-0.18, 0.03, 0.01], [0.06, 0.16, 0.02], [0.21, -0.05, 0.11], [-0.15, -0.20, -0.07], [0.10, -0.02, -0.06], [-0.03, -0.08, 0.14], [0.03, -0.08, -0.16]]
}

***

{
  "formula": "C25H28F5O2SZr",
  "method": "ωB97M-V with the def2-TZVPD basis set",
  "relative_energy_kj_mol": 114.2,
  "gap_ev": 5.980,
  "charge": 1,
  "multiplicity": 1,
  "energy_ev": -56166.1451,
  "symbols": ["O", "C", "C", "H", "H", "C", "H", "H", "C", "H", "H", "H", "C", "H", "H", "H", "Zr", "C", "C", "C", "H", "C", "C", "H", "H", "H", "H", "C", "C", "C", "H", "C", "C", "H", "H", "H", "H", "O", "C", "C", "H", "H", "C", "H", "H", "C", "H", "H", "H", "H", "F", "C", "C", "F", "C", "F", "C", "S", "C", "F", "C", "F"],
  "positions_angstrom": [[0.5240, -0.8607, -4.9052], [0.8407, 0.4100, -5.5833], [0.8247, -0.0643, -7.0391], [1.8341, 0.8463, -5.3265], [0.0470, 1.1340, -5.4247], [0.5785, -1.3962, -6.3364], [1.7896, 0.0604, -7.5175], [-0.0227, 0.4079, -7.5500], [1.7119, -2.4307, -6.4685], [2.7174, -1.9738, -6.3823], [1.6232, -2.9824, -7.4162], [1.6410, -3.1338, -5.6402], [-0.7071, -2.0681, -6.8050], [-1.5859, -1.3938, -6.8128], [-0.9264, -2.9272, -6.1756], [-0.5301, -2.4635, -7.8149], [-0.5848, -0.7100, -1.7338], [-2.0497, -1.2736, 0.1898], [-2.1435, 0.1711, 0.1956], [-2.7625, 0.5556, -1.0348], [-1.9622, 0.8332, 1.0460], [-3.0777, -0.6463, -1.7678], [-2.6785, -1.7650, -0.9962], [-2.8757, -2.7980, -1.2599], [-1.6478, -1.8497, 1.0320], [-3.0682, 1.5569, -1.3169], [-3.6268, -0.6354, -2.7109], [0.8175, -1.9679, -0.4711], [0.2688, -2.9018, -1.4693], [0.8177, -2.5287, -2.7384], [-0.3828, -3.7534, -1.3071], [1.7040, -1.4443, -2.5462], [1.7665, -1.1388, -1.1630], [2.4910, -0.4515, -0.7321], [0.6342, -1.9338, 0.6047], [0.6756, -3.0121, -3.6935], [2.2788, -0.9533, -3.3317], [1.6392, 3.2324, -3.4472], [0.3374, 2.5230, -3.2648], [-0.8095, 3.5645, -3.2103], [0.1286, 1.8353, -2.3784], [0.3007, 1.9791, -4.2223], [-0.1127, 4.9084, -3.3134], [-1.3513, 3.4426, -2.2727], [-1.4759, 3.3439, -4.0102], [1.3776, 4.5644, -2.9517], [-0.5772, 5.6303, -2.6580], [-0.2564, 5.2170, -4.3155], [1.5746, 4.4513, -1.8766], [2.0495, 5.2596, -3.4495], [1.2489, 2.5790, 5.8061], [1.1225, 2.1034, 4.5509], [1.6659, 2.8051, 3.4633], [2.4300, 3.9142, 3.6427], [1.4183, 2.3616, 2.1639], [2.0189, 3.0471, 1.1449], [0.6536, 1.2169, 1.8464], [0.2559, 1.0996, 0.0937], [0.3272, 0.4291, 2.9821], [0.0225, -0.8934, 2.9018], [0.4441, 0.9135, 4.2946], [-0.0810, 0.2735, 5.3623]],
  "forces_ev_per_a": [[0.13, 0.99, -2.88], [0.76, 1.52, 0.01], [-0.13, 0.20, 1.87], [-0.77, -0.38, 0.46], [0.10, -0.24, -0.08], [-0.43, -2.33, -1.13], [-0.17, -0.14, -0.32], [0.39, -0.60, -0.29], [0.31, 0.64, 0.42], [-0.51, -0.11, -0.20], [0.14, 0.29, 0.33], [-0.10, -0.23, -0.08], [-0.27, 0.19, 0.39], [0.51, -0.28, 0.00], [-0.15, -0.14, 0.14], [-0.17, 0.31, 0.20], [-0.74, 2.69, 1.58], [-0.05, 0.69, 0.21], [-1.24, -1.13, -0.38], [0.35, -1.08, -0.01], [-0.12, -0.54, -0.53], [-0.12, 0.50, 0.15], [0.09, 0.14, -0.44], [0.13, 0.16, 0.12], [-0.31, 0.20, -0.56], [0.27, -0.12, -0.02], [0.21, -0.24, 0.31], [0.81, -1.44, -0.69], [1.17, 0.52, 0.10], [-0.42, -0.46, 1.20], [0.04, 0.30, 0.13], [0.37, 0.38, 0.76], [0.24, -1.06, -0.25], [-0.64, 0.04, -0.01], [0.12, -0.25, -0.50], [-0.37, 0.04, 0.18], [-0.27, -0.18, 0.38], [-2.47, -0.65, 0.83], [0.35, 0.26, -1.60], [0.94, -0.78, 1.08], [1.27, 0.47, -0.44], [-0.25, 0.22, 1.45], [0.68, -1.00, 1.01], [-0.03, 0.13, 0.05], [-0.71, 0.14, -0.69], [-0.59, -0.21, -0.11], [0.15, 0.31, 0.20], [0.49, 0.74, -1.04], [-0.28, 0.89, -0.08], [0.26, -0.13, 0.23], [-0.08, -0.49, -1.05], [0.09, 0.58, -0.15], [0.29, 0.34, -0.05], [-0.85, -1.09, -0.02], [0.46, 0.39, -0.50], [-0.76, -0.39, 1.03], [0.34, -0.43, 0.44], [1.41, 0.87, -0.07], [0.16, -0.04, 0.08], [-0.62, 0.61, -0.61], [0.16, 0.50, 0.47], [0.44, -0.06, -1.02]]
}